Density functional theory data (ωB97M-V/def2-TZVPD) for a structure of composition C4H14N2O2 at a distorted geometry.

```
22
Properties=species:S:1:pos:R:3:forces:R:3:lowdin_charge:R:1
N 0.326516 1.522216 1.043723 -0.18 -0.16 -0.09 0.0659
C -0.704491 1.049906 0.224045 1.09 1.18 -0.24 -0.3249
C -0.481223 -0.144323 -0.454518 0.08 -0.38 -0.60 -0.0820
C -1.072145 -0.434543 -1.759026 -0.74 -0.36 0.20 -0.0308
O 2.056650 -0.245900 0.410623 0.20 -0.36 -0.63 -0.4002
C -1.663555 0.032416 1.057241 -1.43 -1.63 1.28 -0.1929
N -0.972613 -0.822052 2.011202 0.00 0.05 0.28 0.0171
H 1.208856 1.055817 0.717807 0.50 0.01 0.58 0.0300
H 0.375060 2.514642 1.108108 -0.11 0.53 0.04 0.0822
H -1.280258 1.779008 -0.334711 -0.46 0.09 0.23 0.1614
H 0.280097 -0.787104 -0.011721 0.01 -0.17 -0.05 0.1089
H -0.333980 -0.023797 -2.443365 0.15 0.04 -0.27 0.0939
H -2.041585 0.051055 -1.912986 0.20 0.02 0.00 0.1021
H -1.130269 -1.503502 -1.948315 -0.04 0.02 -0.08 0.1011
H 2.985136 -0.458137 0.256582 -0.12 0.20 0.34 -0.0375
H -2.292433 0.709465 1.618756 -0.12 0.93 -0.37 0.1377
H -2.398822 -0.584187 0.535161 0.11 0.08 -0.48 0.1279
H -1.462884 -0.758711 2.903769 0.29 -0.07 -0.26 0.0828
H -0.046618 -0.433954 2.163706 0.26 -0.03 0.11 0.0657
H 2.533254 -1.137870 -2.501653 0.04 0.00 0.02 0.0276
H 1.847094 -0.532988 -1.222949 0.27 -0.04 -0.11 -0.0155
O 1.719948 -0.722601 -2.208607 -0.04 0.05 0.10 -0.1206
```
Forces are in eV/Å.

Computed properties:
Net charge: 0
Calculated total energy, Eh: -420.65011
E_HOMO, eV: -8.473
Relative energy (zero: lowest compared OMol25 entry of this formula, charge and spin), eV: 4.217
Molecular weight, g/mol: 122.168
Kohn-Sham gap, eV: 8.29